14
Properties=species:S:1:pos:R:3:nbo_charge:R:1 method="wB97M-V/def2-TZVPD" energy_ev=-18528.366 fmax_ev_per_a=3.738 total_charge=0 e_homo_ev=-8.307 gap_ev=8.92 spin_multiplicity=1 smiles="N[C@@H]1CNNC1=S"
N 0.140 1.398 -0.700 -0.841
C -0.100 0.665 0.512 -0.154
C 1.019 -0.339 0.663 -0.240
N 0.768 -1.257 -0.397 -0.446
N -0.626 -1.398 -0.384 -0.443
C -1.265 -0.296 0.117 0.131
S -2.930 -0.090 0.054 -0.166
H 0.908 2.099 -0.711 0.376
H -0.667 1.768 -1.021 0.374
H -0.405 1.073 1.433 0.201
H 1.179 -0.729 1.743 0.205
H 1.998 0.149 0.567 0.209
H 1.123 -0.765 -1.261 0.369
H -1.144 -2.277 -0.617 0.425

---

14
Properties=species:S:1:pos:R:3:nbo_charge:R:1 method="wB97M-V/def2-TZVPD" energy_ev=-18507.152 fmax_ev_per_a=5.508 total_charge=+2 e_homo_ev=-19.743 gap_ev=6.46 spin_multiplicity=1
C 0.544 -1.274 0.744 0.300
C -0.550 0.133 -0.769 -0.052
C 1.528 0.938 0.401 -0.455
N -0.554 -1.870 0.243 0.017
N -1.082 -1.160 -0.706 -0.123
N 0.510 -0.031 0.170 -0.149
S -1.878 1.615 -0.387 0.244
H 1.207 -1.697 1.515 0.332
H -0.266 0.444 -1.790 0.370
H 2.437 0.593 -0.044 0.294
H 1.236 1.982 0.201 0.288
H 1.726 0.776 1.474 0.275
H -1.890 -1.437 -1.121 0.469
H -2.968 0.989 0.068 0.191

---

15
Properties=species:S:1:pos:R:3:nbo_charge:R:1 method="wB97M-V/def2-TZVPD" energy_ev=-29364.504 fmax_ev_per_a=2.383 total_charge=0 e_homo_ev=-8.659 gap_ev=9.04 spin_multiplicity=1 smiles="C/N=C/NC(=S)NS"
C -3.107 -0.428 -0.059 -0.425
N -1.744 -0.857 -0.153 -0.444
C -0.823 0.014 -0.014 0.258
N 0.536 -0.254 -0.028 -0.625
C 1.409 0.765 -0.094 0.291
S 1.010 2.391 -0.160 -0.216
N 2.744 0.445 0.170 -0.763
S 3.469 -1.014 -0.236 0.211
H -3.569 -0.793 -0.977 0.205
H -3.173 0.675 -0.083 0.168
H -3.654 -0.759 0.811 0.207
H -1.031 1.107 0.016 0.187
H 0.852 -1.180 -0.334 0.428
H 3.300 1.296 0.208 0.424
H 3.782 -1.408 0.933 0.095

---

14
Properties=species:S:1:pos:R:3:nbo_charge:R:1 method="wB97M-V/def2-TZVPD" energy_ev=-9172.884 fmax_ev_per_a=4.489 total_charge=+1 e_homo_ev="-12.920 / -12.921" gap_ev="7.20 / 7.21" spin_multiplicity=1
C -1.207 -0.543 -1.204 0.162
C -1.990 0.181 -0.404 0.097
C 2.298 -0.712 0.661 -0.481
N -0.187 -0.955 -1.529 -0.346
N -3.061 0.836 -0.639 -0.616
N 0.413 0.821 0.997 -0.104
N 1.321 0.324 0.282 -0.143
H 1.895 -1.773 0.312 0.285
H 3.086 -0.290 0.061 0.246
H 2.646 -0.813 1.672 0.252
H -3.508 0.847 -1.600 0.409
H 0.571 0.494 2.046 0.365
H -3.408 1.362 0.080 0.413
H 1.131 0.223 -0.736 0.459